(1)
The following is a quantum chemistry calculation of a structure of composition C23H25I2N2O5SW, from the OMol25 dataset.

Last column: Mulliken charge in e.
Positions of all 59 atoms, in Å:
W (0.30261, -0.27336, -1.87253)  1.085
O (-1.83100, -0.43164, -1.69093)  -0.306
C (-2.56348, -1.30004, -0.76147)  -0.820
C (-1.47957, -2.13340, -0.11053)  -0.111
N (-0.39952, -2.36930, -1.11407)  -0.299
C (0.77433, -3.03665, -0.49075)  -0.530
C (1.72325, -2.02280, 0.09658)  0.205
O (2.49584, -2.14860, 0.96274)  -0.390
O (1.60204, -0.76843, -0.58528)  -0.320
C (-0.87168, -3.15801, -2.27954)  -0.551
C (-0.26110, -2.64428, -3.56935)  0.249
O (-0.38835, -3.01324, -4.66390)  -0.354
O (0.53901, -1.47482, -3.25241)  -0.380
H (-2.38972, 0.16363, -2.21552)  0.300
H (-3.28237, -1.87329, -1.34346)  0.449
H (-3.09357, -0.68536, -0.03659)  0.453
H (-1.87487, -3.07928, 0.26561)  0.601
H (-1.03138, -1.60049, 0.73106)  -0.130
H (1.32697, -3.59263, -1.25116)  0.509
H (0.46480, -3.74024, 0.28385)  0.490
H (-1.95159, -3.08370, -2.39481)  0.349
H (-0.63374, -4.21696, -2.16633)  0.614
C (2.41827, -0.27774, 4.14457)  -1.414
C (0.89667, -0.05322, 4.18259)  2.137
C (0.17733, -1.37614, 3.88303)  -1.527
C (0.49098, 0.41735, 5.58265)  -2.005
C (0.56122, 0.99127, 3.11941)  -0.849
C (0.39950, 2.34807, 3.44276)  -0.341
C (0.12129, 3.30849, 2.48753)  -1.319
C (0.00063, 2.89111, 1.17172)  0.502
S (-0.40886, 3.86173, -0.20800)  -0.273
C (-0.36720, 2.51518, -1.19586)  0.520
N (-0.02975, 1.33917, -0.57866)  0.516
C (0.17244, 1.55283, 0.80532)  -0.222
C (0.45163, 0.60869, 1.78511)  0.903
C (-0.59856, 2.48200, -2.62231)  1.425
C (-0.83850, 3.59963, -3.41080)  -0.864
C (-1.04576, 3.40673, -4.77143)  -0.800
C (-0.97743, 2.13112, -5.32900)  -0.933
C (-0.64579, 1.02362, -4.55291)  -0.247
C (-0.45933, 1.19429, -3.17650)  -0.098
H (2.70108, -1.00054, 4.91052)  0.409
H (2.95704, 0.64905, 4.34485)  0.398
H (2.74402, -0.66511, 3.17691)  0.264
H (0.33615, -2.06961, 4.70789)  0.535
H (0.57185, -1.87190, 2.98975)  0.257
H (-0.90148, -1.23547, 3.77485)  0.346
H (0.65263, -0.39393, 6.29118)  0.441
H (-0.56258, 0.69867, 5.63582)  0.460
H (1.09499, 1.25791, 5.92402)  0.440
H (0.48143, 2.66190, 4.47284)  0.426
H (-0.01205, 4.34451, 2.76895)  0.490
H (0.59063, -0.43009, 1.54146)  -0.487
H (-0.88757, 4.59701, -2.99132)  0.544
H (-1.25520, 4.25529, -5.40921)  0.487
H (-1.14798, 2.00587, -6.39071)  0.521
H (-0.52291, 0.05844, -5.02722)  0.617
I (2.72836, 1.02401, -2.70909)  0.484
I (2.93591, 0.63270, -5.31193)  0.141

2S+1: 1
Energy relative to the best compared isomer or geometry (same formula, charge and spin) in kJ/mol: 38.38
HOMO energy in eV: -17.13
Frontier orbital gap in eV: 4.9
Total charge: +3

(2)
The following is a quantum chemistry calculation of a cluster of 2 separate species, C23H25N2O in total, from the OMol25 dataset.

Last column: Mulliken charge in e.
Positions of all 51 atoms, in Å:
C (4.90055, 3.50870, 0.41069)  -1.042
C (3.52566, 4.11163, 0.47812)  0.648
N (2.47618, 3.23941, 0.18666)  -0.112
C (1.14642, 3.57507, 0.21450)  0.343
C (0.12595, 2.95459, -0.45073)  -0.563
C (-1.18763, 3.61936, -0.19802)  -0.607
C (-0.87082, 4.66465, 0.91229)  -0.726
C (0.65950, 4.76883, 1.01451)  -0.488
O (3.33852, 5.28723, 0.75976)  -0.577
H (4.90812, 2.41621, 0.44607)  0.268
H (5.39837, 3.85065, -0.50303)  0.267
H (5.47295, 3.90557, 1.25155)  0.323
H (2.73270, 2.32049, -0.14986)  0.157
H (0.24013, 2.10502, -1.12518)  0.390
H (-1.58162, 4.15142, -1.07673)  0.264
H (-1.97070, 2.92560, 0.13115)  0.248
H (-1.32868, 5.63479, 0.71191)  0.330
H (-1.26176, 4.31280, 1.86991)  0.255
H (1.00930, 4.75229, 2.05757)  0.351
H (1.00714, 5.71836, 0.58122)  0.279
C (-5.09757, -1.51450, -1.06247)  -0.875
N (-3.69807, -1.74496, -0.75271)  0.157
C (-2.68102, -0.96510, -1.21137)  -1.019
C (-1.43559, -1.52472, -0.81698)  0.713
C (-0.17271, -1.10910, -1.25459)  -0.435
C (1.08914, -1.55388, -0.72575)  0.958
C (1.29375, -1.85075, 0.65318)  -0.874
C (2.49293, -2.41180, 1.08832)  -0.438
C (3.53308, -2.64720, 0.17825)  -0.475
C (3.37846, -2.28735, -1.16926)  -0.600
C (2.18718, -1.72769, -1.61173)  -0.555
C (-1.77108, -2.72286, -0.02872)  0.953
C (-1.01636, -3.77724, 0.46483)  -0.016
C (-1.66135, -4.86727, 1.06565)  -0.900
C (-3.06169, -4.94264, 1.09744)  -0.683
C (-3.84901, -3.91903, 0.53709)  -0.852
C (-3.18650, -2.81939, -0.00217)  0.216
H (-5.69805, -2.31257, -0.62315)  0.272
H (-5.43607, -0.54717, -0.66997)  0.341
H (-5.25495, -1.49485, -2.14909)  0.349
H (-2.85446, -0.08429, -1.82548)  0.518
H (-0.15801, -0.47085, -2.14785)  0.429
H (0.47494, -1.68598, 1.36025)  0.658
H (2.60672, -2.68467, 2.13929)  0.439
H (4.46359, -3.10146, 0.51822)  0.435
H (4.18997, -2.44497, -1.88073)  0.424
H (2.04211, -1.44499, -2.65802)  0.402
H (0.06858, -3.74122, 0.38791)  0.376
H (-1.05375, -5.65924, 1.50296)  0.414
H (-3.53727, -5.80805, 1.55521)  0.391
H (-4.93718, -3.95684, 0.51909)  0.267

2S+1: 1
Energy relative to the best compared isomer or geometry (same formula, charge and spin) in kJ/mol: 0.00
HOMO energy in eV: -10.16
Frontier orbital gap in eV: 4.9
Total charge: +1

What did we get for strongest force on any atom? Answer: 1.607, 2.328 eV/Å, in the order shown.
What did we get for LUMO level? Answer: -12.258, -5.254 eV, in the order shown.